# 1
Computed, not measured: a 2-piece molecular cluster, C5H9N overall at a distorted geometry, with wB97M-V/def2-TZVPD.

```
15
Properties=species:S:1:pos:R:3:mulliken_charge:R:1
C -2.150 0.123 0.245 -1.1435
C -0.916 -0.644 -0.224 -0.4512
C 0.368 -0.173 0.475 -0.1122
C 2.932 -0.591 -0.670 -0.5440
C 0.655 1.240 0.203 0.2282
N 0.882 2.348 -0.043 -0.4349
H -2.295 0.011 1.326 0.2950
H -2.058 1.192 0.026 0.3459
H -3.048 -0.250 -0.255 0.3383
H -1.037 -1.715 -0.028 0.3373
H -0.790 -0.531 -1.307 0.2583
H 0.296 -0.310 1.561 0.2966
H 1.227 -0.802 0.145 0.1266
H 2.547 0.042 -1.501 0.2308
H 3.281 0.183 0.048 0.2288
```

Calculated values
gap between HOMO and LUMO (spin up / spin down) = 0.3160 / 0.3182 Eh
energy relative to the best compared isomer or geometry (same formula, charge and spin) = 469.71 kJ/mol
DFT total energy = -6816.127 eV

# 2
Computed, not measured: the molecule C5H9N at a distorted geometry, with wB97M-V/def2-TZVPD.

```
15
Properties=species:S:1:pos:R:3:mulliken_charge:R:1
C -1.994 -0.350 0.469 -1.2424
C -0.804 0.548 0.166 -0.3640
C 0.311 -0.256 -0.481 -0.5173
C 1.649 0.551 -0.641 -0.5540
C 2.343 -0.302 0.317 0.3784
N 2.558 -1.149 1.079 -0.5266
H -1.698 -1.169 1.135 0.3330
H -2.805 0.203 0.948 0.3467
H -2.383 -0.797 -0.453 0.3125
H -0.417 0.981 1.100 0.2979
H -1.111 1.394 -0.463 0.3109
H 0.624 -1.080 0.223 0.2793
H 0.030 -0.713 -1.434 0.3844
H 1.598 1.603 -0.320 0.2739
H 2.100 0.537 -1.644 0.2874
```

Calculated values
gap between HOMO and LUMO = 0.4270 Eh
structure (SMILES) = CCCCC#N
energy relative to the best compared isomer or geometry (same formula, charge and spin) = 98.77 kJ/mol
DFT total energy = -6819.971 eV